1.
65
Properties=species:S:1:pos:R:3 method="wB97M-V/def2-TZVPD" charge=+4 e_tot_ev=-180078.33482 de_lowest_ev=2.787 homo_energy_ev=-18.426 homo_lumo_gap_ev=4.441
Au -0.08646 0.46765 0.55413
Se 1.71074 -1.33434 2.70396
Se 2.19370 0.67116 1.57747
C 2.63111 -0.00636 -0.17078
C 3.87443 -0.31940 -0.65262
C 3.93194 -0.75712 -1.98059
C 2.76367 -0.83935 -2.72539
C 1.55155 -0.49040 -2.14102
N 1.50450 -0.08403 -0.86907
C 0.08801 -0.58967 3.36596
C -0.25112 -0.81581 4.68444
C -1.48054 -0.35282 5.15237
C -2.31495 0.33938 4.29044
C -1.90732 0.54871 2.98606
N -0.73343 0.08764 2.52162
H 4.76423 -0.23422 -0.04193
H 4.88369 -1.02712 -2.42157
H 2.77999 -1.17452 -3.75352
H 0.61459 -0.54977 -2.67867
H 0.43034 -1.33923 5.34131
H -1.76717 -0.52475 6.18233
H -3.27322 0.71743 4.61818
H -2.53440 1.07518 2.27991
N -1.84162 -0.23896 -0.22303
S -3.10288 0.52573 -0.93430
C -3.58454 -0.47790 -2.33200
C -2.89306 -1.62882 -2.67092
C -3.34428 -2.36760 -3.76192
C -4.41727 -1.92368 -4.50449
C -5.09943 -0.76573 -4.15268
C -4.66517 -0.02578 -3.06141
C -4.55196 0.38553 0.06876
C -5.10034 -0.86674 0.34072
C -6.23663 -0.93660 1.12639
C -6.81407 0.23447 1.61600
C -6.25950 1.47487 1.33500
C -5.11332 1.56158 0.55464
H -2.12957 -1.04872 0.32116
H -2.04861 -1.95631 -2.07932
H -2.87109 -3.30101 -4.03607
H -4.71570 -2.48305 -5.38183
H -5.94801 -0.44043 -4.73745
H -5.16622 0.89234 -2.77422
H -4.65687 -1.77383 -0.05409
H -6.68540 -1.89530 1.34794
H -7.71311 0.17372 2.21518
H -6.72752 2.37394 1.71233
H -4.68580 2.52550 0.30890
N 1.28724 6.05123 0.51958
C 1.46300 5.29527 -0.77223
C 1.37686 3.79649 -0.50492
N 0.13496 3.38245 0.16508
C -0.04323 4.15453 1.40454
C 0.00085 5.66590 1.20443
H 1.30107 7.06085 0.34006
H 2.08082 5.86936 1.14226
H 2.41921 5.58484 -1.20538
H 0.66334 5.63528 -1.43153
H 2.21929 3.48977 0.12553
H 1.48140 3.27443 -1.45580
H -0.65206 3.55261 -0.45648
H 0.74320 3.85411 2.10493
H -0.99414 3.90209 1.87180
H -0.05171 6.20716 2.14778
H -0.80182 6.01506 0.55397


2.
60
Properties=species:S:1:pos:R:3 method="wB97M-V/def2-TZVPD" charge=-1 e_tot_ev=-39521.16763 homo_energy_ev=-3.405 homo_lumo_gap_ev=5.616
O 0.79520 1.02000 0.54248
H 0.42902 0.61360 -0.26702
C -1.61431 -7.48810 -1.68079
C -1.81325 -5.99726 -2.01736
O -2.45538 -5.27594 -1.02553
O -0.79089 -7.77561 -0.51656
H -1.06045 -7.87286 -2.53712
H -2.52090 -8.08423 -1.57670
H -2.42396 -5.93937 -2.91834
H -0.83899 -5.54946 -2.21329
H -1.80540 -5.17928 -0.32568
H -1.26798 -7.41869 0.23617
C 2.96547 4.12660 -3.74617
C 1.83332 4.86808 -3.00521
O 2.19349 4.98881 -1.63008
O 3.03134 2.80983 -3.18611
H 3.93460 4.57690 -3.53141
H 2.86890 4.18374 -4.83038
H 0.85787 4.38838 -3.08584
H 1.62014 5.80609 -3.51785
H 1.86181 4.22526 -1.15197
H 2.60265 2.73667 -2.33026
C -2.79388 0.78066 -4.54166
C -2.01243 1.05262 -5.88306
O -0.80548 0.24459 -5.99287
O -3.80473 1.70021 -4.38847
H -2.16187 0.88228 -3.65942
H -3.21602 -0.22359 -4.50454
H -1.55419 2.03059 -6.03032
H -2.63638 1.01550 -6.77604
H -0.17005 0.54633 -5.33959
H -3.41737 2.56930 -4.51587
C -4.19486 2.65672 2.98240
C -4.88154 1.43243 2.41669
O -5.87889 1.69849 1.43176
O -3.33708 3.31401 2.10213
H -3.61836 2.34795 3.85441
H -4.95446 3.34348 3.35587
H -5.27438 0.87993 3.27022
H -4.18830 0.73800 1.94203
H -5.51374 1.68460 0.54403
H -2.68739 2.64882 1.86333
C 3.23916 -3.84978 2.23405
C 2.16841 -3.86120 3.42315
O 1.07009 -3.14486 3.02970
O 3.72151 -2.60521 1.91143
H 2.73589 -4.27674 1.36656
H 4.02792 -4.55405 2.49853
H 2.50323 -3.39888 4.35172
H 1.89701 -4.90987 3.54452
H 1.32992 -2.28336 2.69517
H 3.00580 -2.07245 1.55717
C 4.45804 3.22967 6.07369
O 5.43157 3.17645 6.76170
N 4.02065 4.34395 5.48895
N 3.91400 2.13338 5.61878
H 4.42314 5.23503 5.74204
H 3.15108 4.27544 4.97977
H 3.20801 2.12093 4.89662
H 4.39364 1.33548 6.01047


3.
44
Properties=species:S:1:pos:R:3 method="wB97M-V/def2-TZVPD" charge=0 e_tot_ev=-63601.88945 de_lowest_ev=15.894 homo_energy_ev=-8.523 homo_lumo_gap_ev=8.670
O -0.67882 -0.81922 2.19629
C -0.98256 -0.52311 1.00618
N -0.17160 -0.05251 -0.05284
H -0.70983 -0.02460 -0.95006
C 1.15507 -0.31395 -0.16494
N 1.66680 0.06704 1.30485
H 1.20039 -0.55182 2.13706
C 1.63158 1.57685 1.51522
C 2.68281 2.42560 0.85818
C 4.18656 1.79260 1.12409
H 4.54895 2.37952 2.07544
C 4.75271 2.44248 -0.21965
H 5.73523 1.55690 -0.51326
C 3.75712 2.36289 -1.11533
H 3.81112 3.01806 -2.06228
O 2.44745 2.46372 -0.32766
H 3.74458 1.12085 -1.57129
H 5.14343 3.32510 0.10209
H 4.20176 0.85739 1.06914
H 2.64111 3.46616 1.48716
H 1.77458 1.60701 2.62302
H 0.55283 2.09466 1.57598
C 1.63905 -1.38956 -0.46105
Cl 0.94932 -1.74776 -1.98329
Cl 1.11448 -2.65692 0.29258
Cl 3.49002 -1.47060 -0.60077
H 1.46850 0.44165 -0.73239
C -2.54818 -0.37602 0.61588
C -3.35221 -1.73342 1.02406
C -4.58760 -1.86862 0.63212
C -5.26421 -0.68210 -0.09384
C -4.64736 0.40317 -0.42240
C -5.26023 1.55823 -0.86498
C -4.67595 2.58009 -1.11890
C -3.34636 2.79680 -0.70988
C -2.58535 2.02708 -0.11090
C -3.22006 0.57940 -0.11159
H -1.60388 1.98738 0.42778
H -2.84281 3.85848 -0.84762
H -5.29349 3.66596 -1.45154
H -6.24887 1.31689 -0.99824
H -6.45226 -0.81469 -0.08912
H -5.23203 -2.79962 0.79763
H -2.80379 -2.65913 1.41276